# C18H40N4O16Zr2

C18H40N4O16Zr2 as an isolated structure (ωB97M-V/def2-TZVPD, the Open Molecules 2025 dataset).

For the orbital gap, the calculation gives 1.2 eV. Its charge is +6.

Atoms and positions in Å:
Zr: -0.11596 -2.27504 -2.88242
Zr: -3.29593 0.39713 -2.68985
O: -2.48661 0.50667 -0.77945
C: -1.46152 0.27108 0.17015
C: -0.03514 -0.01770 -0.29808
O: 0.09482 -1.11365 -1.21190
H: -1.79777 -0.54648 0.81782
H: -1.40392 1.12790 0.85146
H: 0.54120 -0.23538 0.60467
H: 0.46232 0.82939 -0.77605
C: 1.04585 3.52556 -1.26059
N: 1.70268 4.81374 -0.84897
O: 1.82896 5.67796 -1.67464
O: 1.88107 4.94158 0.34567
H: 0.23218 3.43885 -0.54499
H: 1.84412 2.79771 -1.11976
H: 0.73090 3.59126 -2.29598
C: -5.33557 1.59854 1.76625
N: -6.20733 2.39303 0.85178
O: -5.94342 3.57591 0.68415
O: -7.05369 1.82509 0.21225
H: -6.04954 1.02630 2.36169
H: -4.78316 2.36209 2.30021
H: -4.76717 0.88172 1.17377
C: 3.10346 1.04057 1.63673
N: 3.02324 2.30423 2.41222
O: 3.99689 2.77052 2.91809
O: 1.88804 2.71869 2.66272
H: 4.14892 0.81016 1.42561
H: 2.55096 1.15319 0.71208
H: 2.79106 0.28381 2.35713
C: -3.03402 -3.68088 1.94983
N: -3.52193 -4.92994 1.29335
O: -4.67470 -4.99217 0.97087
O: -2.66521 -5.76224 1.04323
H: -3.39812 -3.81720 2.97382
H: -3.33358 -2.82024 1.36877
H: -1.96419 -3.73485 2.15337
O: 0.66898 -3.93243 -1.39990
C: 0.70481 -4.92680 -0.60133
O: 0.99739 -4.83316 0.63181
C: 1.23408 -3.56176 1.28314
C: 1.42079 -3.81323 2.76507
C: 0.22060 -6.28516 -1.00227
H: 0.36283 -2.91560 1.10660
H: 2.08820 -3.01846 0.86875
H: 0.83031 -4.62726 3.18637
H: 1.12093 -2.90575 3.29372
H: 2.44594 -4.05326 3.04349
H: 0.96467 -7.07584 -0.88178
H: -0.14279 -6.19201 -2.01998
H: -0.55663 -6.54315 -0.27400
O: -2.51312 7.66944 2.21123
C: -1.74206 7.37012 1.34575
O: -1.20780 6.18489 1.21473
C: -1.38750 5.21879 2.32780
C: -2.29372 4.07297 1.88621
C: -1.46257 8.40418 0.27816
H: -1.87345 5.71677 3.16747
H: -0.36912 4.96353 2.61795
H: -3.20694 4.46203 1.41275
H: -2.69774 3.48990 2.71051
H: -1.81286 3.52774 1.06735
H: -1.48674 7.95258 -0.72189
H: -0.44495 8.77850 0.49431
H: -2.15798 9.24871 0.26511
O: 2.17574 -2.20059 -2.93709
C: 3.45086 -2.20559 -3.02124
O: 4.14061 -3.09309 -3.57488
C: 3.74352 -4.49167 -3.79702
C: 3.82784 -4.84260 -5.26315
C: 4.26443 -1.04945 -2.52286
H: 2.73393 -4.71853 -3.44622
H: 4.46895 -5.08303 -3.24224
H: 3.63058 -5.91628 -5.34918
H: 4.83867 -4.75535 -5.66349
H: 3.13793 -4.35409 -5.95049
H: 5.08364 -0.85257 -3.21064
H: 4.63616 -1.37006 -1.54539
H: 3.62539 -0.18031 -2.38829

---

# C18H40N5OOsP3

C18H40N5OOsP3 as an isolated structure (ωB97M-V/def2-TZVPD, the Open Molecules 2025 dataset).

For the orbital gap (alpha / beta), the calculation gives 5.8 / 5.9 eV. The calculation puts the energy relative to the best compared isomer or geometry (same formula, charge and spin) at 4.4475 eV. Its charge is +4. As for the multiplicity: 5.

Atoms and positions in Å:
Os: 0.22987 -0.13373 0.85112
P: 1.69666 1.62018 0.75958
P: -1.06610 0.22036 2.75385
P: -1.35691 1.19226 -0.19989
H: 2.23707 -3.06949 -0.15989
C: 1.32999 -2.48204 -0.39866
C: 1.52870 -1.07799 -0.39762
H: 2.48738 -0.95157 0.13402
C: 3.39180 0.98089 1.07155
C: 1.53528 3.07209 1.85583
C: 1.90727 2.36803 -0.91332
C: -2.22884 -1.17653 3.00996
C: -0.05613 0.13587 4.28422
C: -2.21950 1.55255 3.27736
C: -1.04129 1.54738 -1.97162
C: -1.80470 2.89469 0.40407
C: -3.06366 0.49969 -0.29558
H: 0.62452 -2.94566 -1.07118
H: 1.53270 -0.48207 -1.34005
H: 3.66562 0.23770 0.30228
H: 3.43869 0.52251 2.07310
H: 4.08375 1.82971 0.97135
H: 1.36309 2.73979 2.89173
H: 0.72265 3.72920 1.51618
H: 2.49975 3.60228 1.78183
H: 1.92572 1.61303 -1.71309
H: 2.87790 2.88419 -0.90595
H: 1.09509 3.08617 -1.09851
H: -2.86642 -0.92177 3.86677
H: -1.67417 -2.09603 3.21273
H: -2.85607 -1.32764 2.12473
H: -0.60436 0.65432 5.08248
H: 0.91735 0.61618 4.15260
H: 0.08631 -0.91279 4.56534
H: -3.15765 1.53653 2.71189
H: -1.77020 2.54552 3.20708
H: -2.45303 1.35182 4.33743
H: -1.36893 2.56829 -2.20731
H: -1.59088 0.83903 -2.60168
H: 0.01280 1.47027 -2.25169
H: -1.92298 3.55613 -0.46469
H: -1.03986 3.31691 1.06412
H: -2.76112 2.86539 0.94160
H: -3.48547 0.75408 -1.27619
H: -3.70194 0.92737 0.48226
H: -3.04141 -0.58948 -0.20096
C: 0.87783 -0.21307 -4.79023
C: 0.34317 -1.24873 -3.82203
C: -1.09815 -1.42601 -3.92508
C: -1.78337 -0.88890 -4.96919
C: -1.09139 -0.37030 -6.10700
C: 0.25715 -0.16587 -6.08038
O: 1.55340 0.70948 -4.28167
H: 0.56727 -0.63725 -2.96370
H: 0.98491 -2.15441 -3.80274
H: -1.57389 -1.91782 -3.06949
H: -2.87370 -0.95259 -5.00341
H: -1.64210 -0.11580 -7.02069
H: 0.84856 0.08585 -6.97248
N: 0.78556 -5.05877 1.45094
N: 0.83079 -3.88117 2.12249
N: 2.03709 -3.50742 2.72474
C: 1.97500 -2.19099 2.60231
N: 0.80858 -1.75243 2.03007
N: 0.22396 -2.85731 1.49147
H: -0.19165 -5.33984 1.32120
H: 1.33642 -5.74505 1.90907
H: 2.76623 -1.53524 2.93661

---

# C18H40N5OOsP3

C18H40N5OOsP3 as an isolated structure (ωB97M-V/def2-TZVPD, the Open Molecules 2025 dataset).

For the orbital gap (alpha / beta), the calculation gives 9.0 / 4.8 eV. The calculation puts the energy relative to the best compared isomer or geometry (same formula, charge and spin) at 0.0000 eV. Its charge is +4. As for the multiplicity: 5.

Atoms and positions in Å:
Os: 0.11155 0.02570 -0.01395
P: 2.03995 0.85077 -1.00354
P: 0.31215 1.05689 2.00745
P: -1.35424 1.65792 -0.83691
H: -5.37985 -6.15348 -5.08586
C: -5.39871 -5.32841 -5.80470
C: -4.49601 -5.24184 -6.79454
H: -3.70517 -5.98897 -6.91329
C: 3.38710 -0.38834 -1.12903
C: 2.90486 2.30319 -0.27696
C: 1.78886 1.26302 -2.77101
C: -1.14307 0.76599 3.09564
C: 1.65087 0.50960 3.14874
C: 0.54119 2.88387 2.13207
C: -1.99934 1.50416 -2.55900
C: -0.85835 3.44452 -0.93916
C: -2.95246 1.75098 0.08283
H: -6.21370 -4.60444 -5.70956
H: -4.53847 -4.44135 -7.53948
H: 2.96438 -1.33812 -1.48568
H: 3.85495 -0.55140 -0.14727
H: 4.15658 -0.05180 -1.83990
H: 3.17929 2.09363 0.76636
H: 2.26249 3.19243 -0.29797
H: 3.82431 2.51694 -0.84455
H: 1.45664 0.35664 -3.29513
H: 2.73330 1.61428 -3.21459
H: 1.01805 2.03467 -2.88605
H: -0.94573 1.16427 4.10130
H: -1.31282 -0.31626 3.16214
H: -2.04312 1.23346 2.68125
H: 1.65532 1.15094 4.04206
H: 2.62858 0.57748 2.65334
H: 1.47224 -0.52825 3.46185
H: -0.17304 3.29703 2.85826
H: 0.38627 3.37576 1.16809
H: 1.56310 3.10344 2.46959
H: -2.41549 2.46923 -2.88084
H: -2.78916 0.74414 -2.60026
H: -1.19584 1.21805 -3.24715
H: -1.42723 3.93341 -1.74427
H: 0.20998 3.54419 -1.16972
H: -1.08619 3.96557 -0.00171
H: -3.71472 2.24984 -0.53328
H: -2.83124 2.29664 1.02673
H: -3.29039 0.73002 0.30304
C: -1.36036 -1.72735 -2.35107
C: -2.43213 -2.18380 -1.52426
C: -3.57864 -2.72712 -2.09181
C: -3.67262 -2.92166 -3.47266
C: -2.61655 -2.52082 -4.29930
C: -1.47285 -1.95922 -3.76415
O: -0.33277 -1.05223 -1.90375
H: -1.40127 -0.37164 0.46314
H: -2.32994 -2.07271 -0.44405
H: -4.39631 -3.01574 -1.42859
H: -4.55505 -3.40148 -3.90358
H: -2.69365 -2.65953 -5.38033
H: -0.63319 -1.63704 -4.38141
N: 0.60003 -5.21519 1.25471
N: 0.85862 -3.85132 1.35599
N: 2.14266 -3.45057 1.54203
C: 2.03586 -2.15058 1.28442
N: 0.79861 -1.79324 0.85477
N: 0.03774 -2.93116 0.86483
H: -0.39937 -5.33558 1.39895
H: 1.14496 -5.66360 1.98389
H: 2.89684 -1.50508 1.40769

---

# C18H40N5P3SSm

C18H40N5P3SSm as an isolated structure (ωB97M-V/def2-TZVPD, the Open Molecules 2025 dataset).

For the orbital gap (alpha / beta), the calculation gives 6.7 / 6.7 eV. The calculation puts the energy relative to the best compared isomer or geometry (same formula, charge and spin) at 0.6529 eV. Its charge is +3. As for the multiplicity: 6.

Atoms and positions in Å:
Sm: 0.07607 0.15741 0.36296
P: -2.03183 2.20220 0.64126
P: -1.99971 -1.53284 1.58271
P: 1.88150 2.03123 -0.69173
H: -0.70215 -5.63275 -0.48703
C: -0.03156 -4.82868 -0.82571
C: 1.18851 -4.69442 -0.28670
H: 1.51796 -5.37941 0.50758
C: -3.30176 2.71634 -0.58011
C: -3.01016 2.24512 2.20065
C: -1.10258 3.78570 0.82095
C: -1.62566 -3.32165 1.71888
C: -2.21973 -1.19164 3.37521
C: -3.72468 -1.50481 0.95035
C: 3.45916 1.17081 -1.05182
C: 2.40822 3.21804 0.59834
C: 1.65854 2.97931 -2.23695
H: -0.40984 -4.18299 -1.63313
H: 1.90286 -3.92051 -0.59824
H: -3.84993 3.59713 -0.21836
H: -4.00833 1.89240 -0.74654
H: -2.81900 2.95869 -1.53689
H: -3.64299 3.14320 2.21126
H: -2.33328 2.27915 3.07059
H: -3.64269 1.34997 2.28860
H: -1.80062 4.61930 0.97808
H: -0.50355 3.97661 -0.08243
H: -0.42636 3.71933 1.68718
H: -2.56075 -3.89956 1.76013
H: -1.04365 -3.50403 2.63559
H: -1.02415 -3.65891 0.86479
H: -3.15782 -1.63670 3.73939
H: -2.21806 -0.11010 3.56687
H: -1.37011 -1.64668 3.90543
H: -4.38875 -2.13054 1.56461
H: -3.73329 -1.87442 -0.08561
H: -4.10757 -0.47280 0.94106
H: 3.86764 1.58306 -1.98294
H: 3.28335 0.09154 -1.17307
H: 4.16416 1.33691 -0.22671
H: 3.09310 3.96825 0.17709
H: 2.91693 2.66099 1.39773
H: 1.53706 3.71739 1.04027
H: 2.63355 3.11738 -2.72290
H: 1.20333 3.95404 -2.02316
H: 1.00187 2.41412 -2.91533
C: 0.92801 -1.50378 -3.33161
C: 0.38370 -0.68857 -4.34034
C: 0.79859 -0.85599 -5.66168
C: 1.63715 -1.91397 -6.01888
C: 2.06540 -2.81407 -5.03271
C: 1.70491 -2.61744 -3.70550
S: 0.61940 -1.21095 -1.66099
H: 0.57965 0.43228 -1.57110
H: -0.36267 0.04412 -4.05665
H: 0.44736 -0.17132 -6.43217
H: 1.93058 -2.06399 -7.05723
H: 2.67693 -3.68235 -5.29894
H: 1.98522 -3.32619 -2.92646
N: 0.92951 1.79708 4.84706
N: 1.13865 0.69259 4.02950
N: 2.28044 -0.01535 4.26606
C: 2.46302 -0.62718 3.09950
N: 1.59381 -0.22366 2.13733
N: 0.79231 0.71114 2.73268
H: -0.03211 2.10334 4.76933
H: 1.20555 1.53904 5.78774
H: 3.23131 -1.36697 2.94287

---

# C18H41AlCl24NO4P2

C18H41AlCl24NO4P2 as an isolated structure (ωB97M-V/def2-TZVPD, the Open Molecules 2025 dataset).

For the orbital gap, the calculation gives 6.6 eV. Its charge is -1.

Atoms and positions in Å:
C: -4.35668 1.95940 0.82513
C: -3.59957 1.32948 -0.48520
N: -4.43735 0.39038 -1.32364
C: -5.23614 1.10323 -2.39164
C: -4.51947 0.68556 -3.84391
Al: -3.03215 -0.71485 -3.41924
P: -1.61340 -1.08977 -5.27578
P: 0.20206 -1.97944 -4.36512
O: 1.02306 -2.86551 -5.40351
O: -0.28306 -2.90041 -2.93138
O: 1.14101 -0.60521 -3.74877
C: -5.27145 -0.56023 -0.49482
C: -4.46431 -1.89479 0.10889
O: -6.55795 -0.41929 -0.16661
H: -3.54717 2.63464 1.38541
H: -4.72049 1.17781 1.61651
H: -5.20828 2.72449 0.49042
H: -2.55024 0.81741 -0.23665
H: -3.31670 2.25428 -1.18541
H: -6.35807 0.78158 -2.47456
H: -5.21771 2.27769 -2.31571
H: -5.31047 0.09173 -4.50882
H: -4.08691 1.61478 -4.41419
H: -2.04258 -0.21739 -2.25391
H: -3.72862 -2.09777 -2.96403
H: -2.27861 -2.05614 -6.11730
H: -0.17100 -2.33995 -2.10188
H: 0.60065 -0.20966 -2.98492
H: -5.19008 -2.47147 0.82554
H: -3.49787 -1.50000 0.68691
H: -4.07906 -2.56470 -0.78188
C: 0.15040 3.09850 -0.71091
Cl: -0.36652 1.49025 -1.23179
Cl: -0.77719 3.64123 0.69266
H: 1.20963 3.06308 -0.44517
H: -0.00076 3.80395 -1.53158
C: 3.69996 1.28219 -3.72490
Cl: 3.69052 2.62114 -4.87908
Cl: 4.11257 1.84526 -2.10081
H: 2.70762 0.82550 -3.70161
H: 4.43895 0.54302 -4.04355
C: 5.40859 -2.56231 -4.66984
Cl: 5.39915 -1.22335 -5.82401
Cl: 5.82120 -1.99923 -3.04575
H: 4.41624 -3.01899 -4.64655
H: 6.14757 -3.30148 -4.98848
C: 3.19324 -4.20699 -1.71138
Cl: 2.43431 -3.36663 -3.06889
Cl: 2.67528 -5.89561 -1.63882
H: 4.27848 -4.17276 -1.83356
H: 2.91071 -3.70798 -0.78123
C: 1.63752 -1.83524 -8.77477
Cl: 2.26347 -2.81998 -10.10274
Cl: -0.11996 -1.67401 -8.87599
H: 1.89700 -2.31103 -7.82600
H: 2.08936 -0.84161 -8.82501
C: -1.41950 2.23880 4.45430
Cl: -0.79355 1.25406 3.12633
Cl: -3.17698 2.40004 4.35308
H: -1.16002 1.76302 5.40307
H: -0.96766 3.23244 4.40406
C: 3.23824 -6.59201 2.35617
Cl: 2.27356 -6.91290 3.80235
Cl: 3.19758 -4.87632 1.93221
H: 4.27302 -6.88705 2.54602
H: 2.83549 -7.17381 1.52353
C: -0.17960 7.35140 0.04953
Cl: 0.44635 6.36666 -1.27844
Cl: -1.93708 7.51264 -0.05170
H: 0.07988 6.87561 0.99829
H: 0.27224 8.34504 -0.00071
C: 6.60660 -6.62181 -1.79792
Cl: 5.64192 -6.94271 -0.35174
Cl: 6.56593 -4.90613 -2.22188
H: 7.64137 -6.91686 -1.60807
H: 6.20385 -7.20361 -2.63056
C: 0.02476 4.03822 7.73714
Cl: -0.73416 4.87858 6.37962
Cl: -0.49320 2.34960 7.80970
H: 1.11001 4.07245 7.61495
H: -0.25777 4.53723 8.66728
C: -3.71194 4.97120 9.16370
Cl: -3.66481 3.48160 10.11442
Cl: -2.41460 6.07252 9.64221
H: -3.59522 4.72223 8.10623
H: -4.67395 5.46442 9.32266
C: 2.30677 -0.00905 9.71892
Cl: 1.34209 -0.32995 11.16510
Cl: 2.26610 1.70663 9.29496
H: 3.34154 -0.30410 9.90877
H: 1.90401 -0.59086 8.88628

---

# C18H41BrF3N4O3

A 3-piece molecular cluster, C18H41BrF3N4O3 overall (ωB97M-V/def2-TZVPD, the Open Molecules 2025 dataset).

For the orbital gap, the calculation gives 5.8 eV. The calculation puts the energy relative to the best compared isomer or geometry (same formula, charge and spin) at 0.0000 eV. Its charge is +1.

Atoms and positions in Å:
C: -3.22205 -3.33933 -1.25982
C: -3.05248 -4.00864 -2.62079
C: -1.74583 -3.61542 -3.33419
C: -1.90055 -3.96519 -4.83697
F: -2.47996 -5.18577 -4.98913
F: -0.69356 -4.02324 -5.46853
F: -2.65859 -3.03701 -5.45823
C: -0.59744 -4.46689 -2.74376
N: 0.54749 -3.62473 -2.23794
Br: 2.06994 -4.77109 -2.04735
C: 0.91703 -2.48614 -3.15837
C: 1.91896 -1.55178 -2.50619
C: 1.38220 -0.86257 -1.23159
C: 2.36262 -0.88722 -0.04862
N: 3.74453 -0.73983 -0.48445
C: -0.33478 -1.75256 -3.67862
O: -1.55364 -2.24606 -3.16541
H: -3.26325 -2.26738 -1.37361
H: -4.16569 -3.66768 -0.83831
H: -2.41042 -3.60709 -0.58727
H: -3.07802 -5.08879 -2.50950
H: -3.87670 -3.73491 -3.27414
H: -0.97619 -5.03427 -1.90328
H: -0.16586 -5.15121 -3.46280
H: 0.35501 -3.28721 -1.29404
H: 1.40966 -2.95856 -4.00443
H: 2.12929 -0.79151 -3.25398
H: 2.86717 -2.04963 -2.34027
H: 0.44383 -1.33396 -0.93867
H: 1.19438 0.17821 -1.47365
H: 2.12125 -0.03688 0.58350
H: 2.20582 -1.77067 0.57565
H: 4.27743 -0.17013 0.15169
H: 4.20586 -1.63221 -0.55099
H: -0.34406 -1.82146 -4.76536
H: -0.26325 -0.69918 -3.43594
C: -2.02805 -0.75070 2.63940
C: -1.18761 -0.33231 1.43780
C: -0.65427 1.10319 1.51049
O: -1.60518 2.10590 1.23627
C: -2.43579 2.47183 2.32753
N: -1.95624 -0.57603 0.20907
H: -3.03324 -0.33403 2.59497
H: -2.13231 -1.83531 2.66824
H: -1.56639 -0.43171 3.57478
H: -0.30735 -0.98585 1.41484
H: 0.11098 1.21860 0.73583
H: -0.16223 1.29580 2.47278
H: -1.89830 2.40645 3.27744
H: -3.33607 1.85539 2.37196
H: -2.74377 3.50425 2.16979
H: -1.36400 -0.39514 -0.59649
H: -2.67152 0.14471 0.14920
C: 1.55204 6.40070 3.95704
C: 2.51756 5.22398 4.05535
C: 2.88731 4.60561 2.70050
O: 1.87967 3.79345 2.12451
C: 0.86310 4.49148 1.42513
N: 1.96997 4.23567 4.98930
H: 0.52736 6.07230 3.78399
H: 1.55410 6.96383 4.88907
H: 1.83519 7.08020 3.15106
H: 3.44892 5.60178 4.48642
H: 3.74151 3.94059 2.85244
H: 3.20273 5.37805 1.98728
H: 1.25680 5.37229 0.91068
H: 0.05100 4.78810 2.09281
H: 0.44950 3.80724 0.68505
H: 2.65997 3.50977 5.15870
H: 1.20449 3.75793 4.52216

---

no.,E (Eh)
1,-2223.11878
2,-2171.79576
3,-2171.95920
4,-3062.78072
5,-13035.85336
6,-4028.48000